# 1
C4H8O2 | ωB97M-V with the def2-TZVPD basis set

Summary:
total charge	0
2S+1	1
structure (SMILES)	C[C@H]1O[C@H]1CO
HOMO	-10.1251	eV
energy relative to the best compared isomer or geometry (same formula, charge and spin)	2.4757	eV
orbital gap	11.056	eV

Structure (XYZ):
```
14
Properties=species:S:1:pos:R:3:nbo_charge:R:1
C 1.80 0.27 -0.27 -0.63
C 0.90 -0.70 0.45 0.06
O 0.32 -0.04 1.55 -0.50
C -0.55 -0.51 0.49 0.01
C -1.25 0.45 -0.46 -0.10
O -2.64 0.55 -0.25 -0.70
H 1.33 1.26 -0.25 0.22
H 2.05 -0.01 -1.29 0.21
H 2.71 0.35 0.33 0.22
H 1.30 -1.71 0.59 0.18
H -1.11 -1.22 1.08 0.20
H -1.04 0.21 -1.53 0.17
H -0.82 1.44 -0.29 0.20
H -2.99 -0.34 -0.17 0.46
```

# 2
C4H8O2 | ωB97M-V with the def2-TZVPD basis set

Summary:
total charge	0
2S+1	1
HOMO	-8.6673	eV
energy relative to the best compared isomer or geometry (same formula, charge and spin)	5.2991	eV
orbital gap	8.954	eV

Structure (XYZ):
```
14
Properties=species:S:1:pos:R:3:nbo_charge:R:1
C 1.19 0.53 1.21 -0.83
C 0.72 -0.52 -0.73 -0.30
C -0.63 -0.34 -1.09 -0.09
O -1.46 -1.45 -0.90 -0.70
C -1.22 0.82 0.13 0.49
O -2.36 0.81 0.41 -0.51
H 2.20 0.47 0.80 0.21
H 1.01 -0.34 1.86 0.22
H 1.17 1.42 1.85 0.22
H 1.01 -1.46 -0.28 0.22
H 1.48 0.02 -1.28 0.21
H -0.81 0.21 -2.02 0.20
H -2.34 -1.12 -0.65 0.48
H 0.02 0.95 0.68 0.18
```

# 3
C4H8O2 | ωB97M-V with the def2-TZVPD basis set

Summary:
total charge	0
2S+1	1
structure (SMILES)	O=CCCCO
HOMO	-10.0260	eV
energy relative to the best compared isomer or geometry (same formula, charge and spin)	1.3367	eV
orbital gap	10.815	eV

Structure (XYZ):
```
14
Properties=species:S:1:pos:R:3:nbo_charge:R:1
O 1.20 0.22 -1.95 -0.53
C 1.55 0.68 -0.89 0.43
C 0.56 0.98 0.21 -0.53
C -0.82 0.34 -0.13 -0.43
C -1.00 -1.15 0.17 -0.06
O -0.78 -1.46 1.53 -0.71
H 2.62 0.90 -0.72 0.11
H 0.41 2.07 0.27 0.25
H 1.04 0.76 1.19 0.22
H -1.61 0.90 0.37 0.21
H -0.98 0.45 -1.21 0.24
H -2.03 -1.44 -0.04 0.18
H -0.36 -1.77 -0.49 0.16
H 0.18 -1.38 1.68 0.46
```

# 4
C4H8O2 | ωB97M-V with the def2-TZVPD basis set

Summary:
total charge	0
2S+1	1
structure (SMILES)	CC1OCCO1
HOMO	-9.7397	eV
energy relative to the best compared isomer or geometry (same formula, charge and spin)	1.6054	eV
orbital gap	10.833	eV

Structure (XYZ):
```
14
Properties=species:S:1:pos:R:3:nbo_charge:R:1
C -2.01 -0.33 0.43 -0.63
C -0.56 -0.57 -0.01 0.38
O -0.26 0.57 -0.79 -0.54
C 1.09 0.99 -0.62 -0.09
C 1.67 -0.13 0.24 -0.10
O 0.50 -0.68 0.92 -0.52
H -2.40 -1.23 0.90 0.21
H -2.58 -0.15 -0.50 0.23
H -2.15 0.56 1.04 0.22
H -0.58 -1.53 -0.57 0.13
H 1.65 1.17 -1.57 0.18
H 1.06 1.96 -0.11 0.17
H 2.32 0.17 1.05 0.20
H 2.25 -0.82 -0.41 0.17
```